1:
This record from the OMol25 dataset describes a single C7H9BO3 molecule. The level of theory is ωB97M-V with the def2-TZVPD basis set.

## Properties
2S+1 ... 1
Net charge ... 0
Structure (SMILES) ... OB1OCC2=CCC=C(O)[C@@H]12

Geometry as XYZ:
```
20
C7H9BO3 (ωB97M-V with the def2-TZVPD basis set)
O -0.236 -1.813 -2.964
B -0.124 -0.709 -2.208
O -0.034 0.589 -2.609
C 0.405 1.428 -1.559
C 0.338 0.711 -0.251
C 0.452 1.169 1.003
C 0.216 0.137 2.143
C -0.803 -0.850 1.581
C -0.793 -1.387 0.383
O -1.736 -2.192 -0.041
C 0.117 -0.745 -0.618
H -0.309 -1.739 -3.966
H -0.253 2.440 -1.598
H 1.514 1.715 -1.561
H 0.587 2.214 1.214
H -0.283 0.340 3.076
H 1.145 -0.468 2.323
H -1.482 -1.193 2.262
H -1.794 -2.189 -0.976
H 1.181 -1.214 -0.547
```


2:
This record from the OMol25 dataset describes a single C7H9BO3 molecule. The level of theory is ωB97M-V with the def2-TZVPD basis set.

## Properties
2S+1 ... 1
Net charge ... 0
Structure (SMILES) ... OB(O)OCc1ccccc1

Geometry as XYZ:
```
20
C7H9BO3 (ωB97M-V with the def2-TZVPD basis set)
O -0.125 1.414 -3.401
B -0.241 0.212 -2.751
O 0.339 -0.854 -3.305
O -0.951 0.200 -1.639
C -1.072 -0.868 -0.751
C -0.334 -0.471 0.558
C -1.080 -0.241 1.675
C -0.525 0.266 2.791
C 0.871 0.466 2.877
C 1.564 0.285 1.701
C 1.038 -0.134 0.542
H -0.063 2.131 -2.737
H 0.929 -0.698 -4.010
H -0.671 -1.676 -1.263
H -2.084 -1.053 -0.631
H -2.193 -0.480 1.618
H -1.079 0.508 3.625
H 1.340 0.908 3.786
H 2.691 0.540 1.516
H 1.645 -0.457 -0.200
```


Which structure is most stable? 2, by 2.467 eV over the runner-up.


1:
This record from the OMol25 dataset describes 2 unconnected molecules or ions with the total composition C6H8N3S2. The level of theory is ωB97M-V with the def2-TZVPD basis set.

## Properties
2S+1 ... 1
Net charge ... +1

Geometry as XYZ:
```
19
C6H8N3S2 (ωB97M-V with the def2-TZVPD basis set)
C -2.119 -0.127 0.944
C -0.885 -0.885 0.874
C -2.484 0.474 -0.256
C -0.292 -0.702 -0.371
C 0.929 1.720 0.897
C 0.892 -1.169 -0.960
N 1.692 1.267 0.076
N 0.112 1.781 1.733
N 1.329 -0.889 -2.175
S -1.324 0.268 -1.474
S 2.149 -1.851 0.048
H -2.704 -0.154 1.836
H -0.522 -1.574 1.589
H -3.362 1.089 -0.635
H 2.000 1.703 -0.778
H 0.018 2.456 2.580
H 2.347 -0.993 -2.283
H 0.737 -0.443 -2.814
H 1.487 -1.971 1.170
```


2:
This record from the OMol25 dataset describes a gas-phase ion, C6H8N3S2 (charge +1). The level of theory is ωB97M-V with the def2-TZVPD basis set.

## Properties
2S+1 ... 1
Net charge ... +1

Geometry as XYZ:
```
19
C6H8N3S2 (ωB97M-V with the def2-TZVPD basis set)
C 1.219 1.169 0.897
C 2.517 0.881 1.059
C 0.475 0.268 0.023
C 1.404 -0.608 -0.635
C -0.931 0.550 0.039
C -2.197 -1.680 0.060
N 1.280 -1.402 -1.727
N -1.989 -0.297 0.078
N -1.274 1.818 0.153
S 3.047 -0.522 0.070
S -1.070 -2.808 -0.006
H 0.614 1.941 1.356
H 3.281 1.255 1.649
H -3.238 -1.975 0.170
H 2.119 -1.886 -2.047
H -2.776 0.281 0.457
H -0.686 2.619 0.017
H -2.144 1.992 0.664
H 0.349 -1.597 -2.277
```


Which structure is most stable? 2, by 0.584 eV over the runner-up.


1:
This record from the OMol25 dataset describes a single C20H24N2O4 molecule. The level of theory is ωB97M-V with the def2-TZVPD basis set.

## Properties
2S+1 ... 1
Net charge ... 0
Structure (SMILES) ... CC(C)(C)c1ccc(OCC(=O)OCCNC(=O)c2cccnc2)cc1

Geometry as XYZ:
```
50
C20H24N2O4 (ωB97M-V with the def2-TZVPD basis set)
C 1.188 1.742 -4.142
C 0.430 0.446 -3.824
C 0.538 -0.477 -5.041
C -1.055 0.758 -3.588
C 1.010 -0.176 -2.563
C 1.040 0.559 -1.384
C 1.555 0.049 -0.204
C 2.068 -1.240 -0.180
O 2.642 -1.852 0.905
C 2.749 -1.159 2.113
C 1.472 -1.177 2.945
O 0.409 -1.615 2.604
O 1.737 -0.665 4.153
C 0.680 -0.607 5.109
C -0.141 0.684 4.974
N -1.160 0.597 3.958
C -0.926 0.958 2.669
O 0.097 1.505 2.310
C -2.070 0.658 1.762
C -1.863 0.031 0.538
C -2.958 -0.227 -0.269
C -4.214 0.156 0.176
N -4.418 0.765 1.332
C -3.376 1.009 2.103
C 2.038 -1.994 -1.349
C 1.517 -1.471 -2.515
H 1.077 2.472 -3.346
H 0.808 2.183 -5.062
H 2.248 1.535 -4.271
H 1.576 -0.721 -5.254
H -0.020 -1.398 -4.886
H 0.122 0.023 -5.913
H -1.191 1.418 -2.736
H -1.483 1.237 -4.466
H -1.603 -0.163 -3.398
H 0.644 1.564 -1.360
H 1.517 0.665 0.680
H 3.060 -0.115 1.974
H 3.525 -1.673 2.689
H 1.177 -0.638 6.080
H 0.033 -1.483 4.986
H -0.615 0.912 5.932
H 0.529 1.500 4.691
H -1.949 -0.003 4.145
H -0.867 -0.258 0.243
H -2.836 -0.719 -1.221
H -5.101 -0.029 -0.414
H -3.591 1.525 3.031
H 2.433 -2.998 -1.322
H 1.517 -2.096 -3.393
```


2:
This record from the OMol25 dataset describes a molecular structure, C20H24N2O4. The level of theory is ωB97M-V with the def2-TZVPD basis set.

## Properties
2S+1 ... 1
Net charge ... 0

Geometry as XYZ:
```
50
C20H24N2O4 (ωB97M-V with the def2-TZVPD basis set)
C 3.505 0.986 4.223
C 3.900 1.049 2.704
H 5.020 0.964 2.563
H 3.654 1.976 2.197
O 3.472 0.115 2.130
C 3.520 -0.094 0.879
O 3.927 0.755 0.318
C 2.950 -1.324 0.162
C 1.497 -1.437 0.585
H 1.006 -2.466 0.425
H 1.423 -1.467 1.600
C 0.740 -0.446 -0.231
N 0.707 -0.480 -1.499
C -0.084 -1.530 -2.312
C -1.401 -1.712 -2.241
N -2.486 -1.588 -1.322
C -2.919 -0.243 -0.689
C -2.125 0.838 -1.019
C -2.510 2.031 -0.629
C -3.469 1.944 0.491
C -4.158 0.989 0.692
C -3.768 -0.444 0.150
H -4.403 -1.289 0.247
C -5.299 0.796 1.804
H -5.989 1.783 1.143
H -5.042 1.238 2.649
H -5.893 0.109 1.929
H -3.729 2.909 0.796
C -1.660 3.252 -0.669
H -1.421 3.758 0.189
H -2.327 3.987 -1.421
H -0.801 3.228 -1.468
H -1.369 0.809 -1.888
H -3.296 -2.074 -1.451
C -1.278 -2.763 -3.203
O -1.964 -3.865 -3.817
C 0.117 -2.135 -3.600
O 0.937 -2.565 -4.176
C 2.159 -0.586 -2.020
C 3.178 -1.681 -1.274
H 3.955 -1.415 -1.441
H 2.902 -2.775 -1.441
H 2.251 -0.718 -2.996
H 2.461 0.544 -1.659
H -0.328 -0.533 0.081
H 0.774 0.585 0.092
H 3.332 -2.188 0.815
H 3.720 0.206 4.783
H 3.996 1.940 4.566
H 2.616 1.028 4.250
```


Which structure is most stable? 1, by 21.293 eV over the runner-up.


1:
This record from the OMol25 dataset describes 11 unconnected molecules or ions with the total composition H23O11. The level of theory is ωB97M-V with the def2-TZVPD basis set.

## Properties
2S+1 ... 1
Net charge ... +1

Geometry as XYZ:
```
34
H23O11 (ωB97M-V with the def2-TZVPD basis set)
O -0.234 3.382 0.930
H 2.635 3.207 -0.197
H 0.120 3.930 1.653
O 0.107 -0.072 -0.535
H -0.949 3.612 0.430
H -2.194 -1.158 4.335
O 1.783 3.165 -0.609
H -1.528 1.137 -0.519
H 4.346 0.698 0.217
O 0.181 -5.027 0.124
H 0.729 -4.428 0.406
H -3.794 -2.032 1.779
O 2.202 -1.294 -1.863
H 4.544 0.524 -1.232
H -0.782 -0.364 -0.828
O -2.838 -2.537 -0.823
H -2.997 -2.853 0.027
H 0.931 2.911 0.160
O -1.703 -0.255 4.227
H 1.681 2.144 -1.662
O -2.851 -1.971 1.826
H -2.929 -1.803 2.753
H 0.005 -0.021 0.472
O 1.752 1.891 -2.745
H -0.934 -0.637 3.730
H 1.939 0.879 -2.880
O -2.155 1.771 -0.477
H 0.863 2.049 -3.155
H -2.954 1.498 -0.150
O 4.053 1.127 -0.629
H -0.556 -4.633 -0.341
H -1.906 -2.510 -1.013
H 2.070 -0.558 -1.428
H 1.364 -1.770 -1.982
```


2:
This record from the OMol25 dataset describes 11 unconnected molecules or ions with the total composition H23O11. The level of theory is ωB97M-V with the def2-TZVPD basis set.

## Properties
2S+1 ... 1
Net charge ... +1

Geometry as XYZ:
```
34
H23O11 (ωB97M-V with the def2-TZVPD basis set)
O -59.225 27.870 37.564
H -58.460 27.426 37.246
H -59.865 27.220 37.214
H -59.182 27.535 38.555
O -59.904 24.935 38.129
H -59.607 24.565 37.293
H -60.866 24.607 37.976
O -61.655 27.497 37.904
H -62.232 26.635 38.118
H -62.223 28.175 38.351
O -55.127 27.401 35.562
H -55.909 27.012 35.970
H -55.010 28.085 36.224
O -58.043 28.026 39.672
H -58.325 27.649 40.593
H -57.227 28.202 40.016
O -58.396 24.654 40.257
H -58.427 23.762 40.389
H -58.768 25.016 39.455
O -57.735 30.970 37.899
H -58.605 30.679 38.335
H -57.309 31.593 38.510
O -57.814 29.217 35.570
H -58.268 30.144 35.885
H -58.475 28.963 34.994
O -57.495 26.025 36.273
H -58.169 25.699 35.870
H -56.938 25.323 36.120
O -59.988 30.564 38.214
H -59.850 30.519 39.142
H -60.481 31.336 38.079
O -60.735 26.803 35.510
H -61.494 26.258 35.720
H -60.333 26.283 34.918
```


3:
This record from the OMol25 dataset describes 11 unconnected molecules or ions with the total composition H23O11. The level of theory is ωB97M-V with the def2-TZVPD basis set.

## Properties
2S+1 ... 1
Net charge ... +1

Geometry as XYZ:
```
34
H23O11 (ωB97M-V with the def2-TZVPD basis set)
O 1.367 -1.076 0.486
H 1.141 -1.387 1.398
H -1.399 -1.904 -1.986
O -0.773 0.534 -1.980
H 2.054 -0.426 0.631
H 3.507 1.746 1.756
O 0.584 -1.936 2.835
H 2.851 -3.663 0.414
H -2.682 1.012 2.301
O -0.384 2.005 -0.136
H -1.235 2.463 -0.046
H 4.234 1.423 -2.315
O -0.443 -2.012 -1.895
H -1.408 1.824 2.105
H -1.628 1.005 -1.878
O -3.081 2.087 -1.350
H -3.752 1.443 -1.163
H 0.367 -2.840 2.994
O 3.122 2.163 0.994
H -0.022 -1.265 3.155
O 3.612 2.134 -2.335
H 3.223 2.657 -1.688
H -0.391 0.464 -1.056
O -3.998 -2.804 0.600
H 3.802 2.566 0.448
H -3.613 -2.066 0.136
O 2.826 -3.201 -0.433
H -4.273 -2.455 1.454
H 2.206 -2.472 -0.262
O -1.878 1.053 1.765
H 0.206 2.772 -0.211
H -3.264 2.991 -1.552
H -0.709 -0.503 -2.169
H -0.168 -2.332 -1.017
```


Which structure is most stable? 3, by 1.648 eV over the runner-up.